# 1
Entry from the OMol25 dataset: the molecule C3H4N2S2 (the ωB97M-V functional and the def2-TZVPD basis).

```
11
Properties=species:S:1:pos:R:3:forces:R:3
C 0.566326 -0.888900 -0.697582 -1.239 -1.764 -1.653
C 1.724323 -0.464688 -0.129253 2.209 0.340 0.113
C -0.981853 -0.010326 0.735435 -2.811 -1.129 2.601
N -0.676556 -0.942922 -0.276205 1.134 0.088 -0.039
N -0.943282 1.227145 0.029290 0.084 1.401 0.158
S 3.220763 -0.493025 0.368839 -1.835 0.165 -0.347
S 0.411124 2.155701 -0.212623 -0.270 -0.999 0.476
H 0.557621 -1.320638 -1.731385 1.232 0.352 0.742
H -2.071772 -0.331764 1.068973 1.903 1.312 -0.490
H -0.408547 0.082642 1.655145 0.578 -0.308 -0.033
H -1.398144 0.986777 -0.810633 -0.985 0.542 -1.528
```
Forces are in eV/Å.

Properties
HOMO level (alpha / beta): -8.4 / -8.1 eV
electronic energy: -27822.1518 eV
Kohn-Sham gap (alpha / beta): 7.135 / 6.872 eV
M: 132.21 g mol⁻¹

# 2
Entry from the OMol25 dataset: a cluster of 2 separate species, C3H4N2S2 in total (the ωB97M-V functional and the def2-TZVPD basis).

```
11
Properties=species:S:1:pos:R:3:forces:R:3
C -0.706891 0.968530 -0.506155 0.461 -0.120 -0.038
C -2.108728 1.203233 -0.438134 -0.130 0.400 0.401
C -0.482216 -0.350079 -0.162827 2.895 -0.097 -0.932
N -2.900530 0.223383 -0.061786 0.875 -0.817 -0.146
N 2.605255 -1.159760 0.858263 2.201 3.292 -1.597
S -1.923116 -1.172635 0.175605 -0.345 1.412 -0.202
S 1.801055 -1.301615 -0.544671 -3.641 0.355 0.170
H 0.027456 1.771590 -0.787035 -0.742 -1.261 0.346
H -2.530736 2.199933 -0.623925 -0.065 -0.531 0.041
H 2.821710 -1.929462 1.434256 0.140 -0.963 0.504
H 3.396741 -0.453117 0.656410 -1.648 -1.668 1.454
```
Forces are in eV/Å.

Properties
HOMO level: -9.2 eV
electronic energy: -27823.3143 eV
Kohn-Sham gap: 8.376 eV
M: 132.21 g mol⁻¹

# 3
Entry from the OMol25 dataset: the ion C3H4N3O with charge -1 (the ωB97M-V functional and the def2-TZVPD basis).

```
11
Properties=species:S:1:pos:R:3:forces:R:3
C -0.316707 0.909852 0.636958 0.848 0.369 -0.685
C -0.946139 -0.213655 0.442671 -0.285 -0.624 -0.091
C 1.178376 0.088127 -1.501961 -0.492 -0.235 0.841
N 0.535493 -0.962770 -1.388552 0.342 0.223 0.354
N -0.589731 -1.115253 -0.655047 -0.365 -0.501 -0.333
N 2.136526 0.725568 -2.072458 0.215 0.491 0.546
O 2.175539 1.171787 -3.320669 -0.170 0.092 -0.516
H -0.573276 1.568543 1.461280 -0.202 -0.107 0.106
H -1.810381 -0.706667 0.937107 0.331 0.324 0.025
H -0.690564 -2.100684 -0.416926 0.073 0.424 -0.148
H 2.794410 1.196490 -1.440624 -0.294 -0.456 -0.099
```
Forces are in eV/Å.

Properties
HOMO level (alpha / beta): -2.5 / -2.5 eV
electronic energy: -9687.7399 eV
Kohn-Sham gap (alpha / beta): 6.892 / 6.892 eV
net charge: -1
M: 98.08 g mol⁻¹

# 4
Entry from the OMol25 dataset: the ion C3H4N3O with charge +1 (the ωB97M-V functional and the def2-TZVPD basis).

```
11
Properties=species:S:1:pos:R:3:forces:R:3
C 0.269845 0.447183 0.200740 -1.562 -1.623 -1.724
C -0.600448 -0.880790 0.033631 0.966 0.495 -0.135
C 1.727911 0.192687 0.045003 0.141 5.784 -1.351
N -2.002436 1.012642 0.048063 1.211 -1.929 -0.125
N -0.466164 1.481156 0.092443 -0.739 -0.799 0.298
N -2.020346 -0.218156 -0.076674 1.468 0.251 0.515
O -0.342292 -2.013480 -0.139362 -0.728 1.496 0.351
H 2.177974 1.119945 0.570087 -0.019 -2.031 0.061
H 2.093311 0.580316 -1.027153 -1.070 -1.644 1.861
H 1.927478 -0.785888 0.349237 1.048 -1.205 0.353
H -2.764830 -0.935613 -0.096014 -0.716 1.205 -0.104
```
Forces are in eV/Å.

Properties
SMILES: CC1=NN=[NH+]C1=O
HOMO level: -16.8 eV
electronic energy: -9681.8640 eV
Kohn-Sham gap: 9.045 eV
net charge: +1
M: 98.08 g mol⁻¹

# 5
Entry from the OMol25 dataset: a cluster of 2 separate species, C3H4N4 in total (the ωB97M-V functional and the def2-TZVPD basis).

```
11
Properties=species:S:1:pos:R:3:forces:R:3
C 1.552440 -0.661633 -0.066644 2.050 2.133 -0.979
C 2.801808 -0.567685 -0.479559 -0.123 -0.321 0.024
C -3.044975 0.352738 0.375320 -0.905 1.825 1.425
N 0.743939 -1.528059 0.323207 -2.663 -1.403 1.222
N -0.201686 -2.007526 0.741033 0.948 -0.501 0.000
N -2.104717 -1.415884 -0.915043 -0.325 0.090 -0.151
N -2.573943 -0.586508 -0.306941 0.938 -1.670 -1.412
H 3.211063 0.402680 -0.717227 0.037 0.072 -0.032
H 3.458272 -1.422231 -0.606630 0.017 -0.075 0.016
H -4.083430 0.608444 0.300882 -0.190 -0.111 -0.162
H -2.398118 0.883190 1.048667 0.216 -0.039 0.049
```
Forces are in eV/Å.

Properties
HOMO level: -8.5 eV
electronic energy: -9130.4740 eV
Kohn-Sham gap: 8.095 eV
M: 96.09 g mol⁻¹

# 6
Entry from the OMol25 dataset: a cluster of 2 separate species, C3H4N4O in total (the ωB97M-V functional and the def2-TZVPD basis).

```
12
Properties=species:S:1:pos:R:3:forces:R:3
N 2.211699 -2.018947 0.143652 -1.321 0.239 0.435
C 1.132926 -1.630369 0.315641 0.949 -0.158 -0.019
C -0.152640 -0.992726 0.252656 -0.541 -0.113 0.426
N -0.312191 0.297072 0.575724 1.460 0.246 -1.316
N -1.371982 0.653511 -0.097355 -0.705 -0.099 0.596
N -2.048942 -0.323685 -0.656202 -0.179 -0.257 -0.492
C -1.315605 -1.406043 -0.431502 0.260 0.099 -0.182
H -1.569070 1.629775 -0.301678 -0.235 -0.335 0.514
H -1.617712 -2.394216 -0.762474 0.127 0.355 -0.013
O 1.780857 2.372196 0.531847 0.221 -0.034 -0.543
H 0.994289 1.817891 0.656105 0.440 -0.131 -0.052
H 2.268374 1.995538 -0.226410 -0.475 0.189 0.646
```
Forces are in eV/Å.

Properties
SMILES: N#Cc1cn[nH]n1.O
HOMO level: -10.9 eV
electronic energy: -11182.0124 eV
Kohn-Sham gap: 11.022 eV
M: 112.09 g mol⁻¹